# 1
Entry from OMol25: a 4-piece molecular cluster, C14H28BrF3O8S overall at a distorted geometry (ωB97M-V with the def2-TZVPD basis set).

The HOMO-LUMO gap is 8.68 eV. Its SMILES is O=C(Br)CCOC(=O)S(=O)(=O)C(F)(F)F.CC(C)O.CC(C)O.CC(C)O.

Element x y z (Å)
O (-5.33695, -3.38255, -1.00470)
C (-4.34688, -2.63002, -1.13126)
Br (-4.36372, -0.92037, -0.10425)
C (-3.16061, -3.07207, -2.10903)
C (-2.12887, -4.11807, -1.39273)
O (-2.50493, -4.35950, -0.01631)
C (-1.40514, -4.63904, 0.80640)
O (-0.30972, -4.03727, 0.80220)
S (-1.57002, -5.98006, 2.13346)
O (-0.32616, -6.83037, 2.15681)
O (-2.81899, -6.74120, 1.81867)
C (-1.79308, -5.25783, 3.84330)
F (-0.56475, -4.96825, 4.50313)
F (-2.60244, -4.11120, 3.87736)
F (-2.41611, -6.27216, 4.62570)
H (-3.62794, -3.58745, -3.01758)
H (-2.56385, -2.13283, -2.38063)
H (-2.16474, -5.06939, -2.04433)
H (-1.09465, -3.66921, -1.54463)
C (-1.73438, 3.49126, -1.92360)
C (-1.29349, 2.03841, -1.84607)
C (-1.30388, 1.53277, -0.41260)
O (0.02236, 1.91241, -2.38299)
H (-1.05763, 4.13574, -1.35329)
H (-1.71071, 3.84519, -2.95763)
H (-2.74783, 3.61794, -1.53380)
H (-1.95552, 1.41992, -2.45909)
H (-0.61228, 2.10907, 0.21007)
H (-0.97366, 0.49155, -0.37013)
H (-2.30435, 1.60045, 0.02282)
H (0.61567, 2.45588, -1.84712)
C (3.61633, -0.69956, 1.07645)
C (2.15201, -0.58699, 1.47087)
C (1.51220, -1.95870, 1.62150)
O (1.44942, 0.15871, 0.47737)
H (3.72303, -1.20853, 0.11304)
H (4.06021, 0.29292, 0.96079)
H (4.18632, -1.25211, 1.82781)
H (2.06599, -0.03612, 2.41163)
H (1.54619, -2.51121, 0.67819)
H (0.45794, -1.86272, 1.89366)
H (2.01949, -2.54850, 2.38948)
H (1.51909, -0.31977, -0.35968)
C (2.57211, 6.13182, 0.50249)
C (2.12212, 5.29181, -0.68235)
C (3.29301, 4.56014, -1.31997)
O (1.50497, 6.13461, -1.65339)
H (3.29188, 6.89476, 0.18897)
H (1.72256, 6.66040, 0.94290)
H (3.03548, 5.51092, 1.27358)
H (1.37040, 4.56742, -0.35509)
H (4.03776, 5.26872, -1.69646)
H (2.95655, 3.96999, -2.17697)
H (3.77820, 3.89171, -0.60395)
H (2.16199, 6.77854, -1.94905)

Cartesian forces (eV/Å) of the 6 atoms listed first:
O 4.0691 3.2542 -0.4133
C -3.4128 -3.7064 -0.2857
Br 0.4742 -1.0239 -0.8225
C 0.3992 0.7730 0.9574
C -0.1407 0.8031 -2.7231
O 2.5381 -1.4570 1.2589

# 2
Entry from OMol25: C14H28ClNiO8S3 as an isolated structure at a distorted geometry (ωB97M-V with the def2-TZVPD basis set).

The HOMO-LUMO gap (spin up / spin down) is 6.79 / 6.69 eV. The energy above the lowest of the compared OMol25 structures with the same formula, charge and spin is 0.0 kcal per mole. As for the spin multiplicity: 3. The charge is -1.

Element x y z (Å)
Ni (-0.04416, 0.43087, 1.04226)
Cl (-0.97923, 2.52731, 1.82872)
O (1.63762, 0.17303, 2.02050)
C (2.17890, -1.05419, 1.75142)
C (1.58016, -1.77320, 0.51175)
O (0.32633, -1.32785, 0.15731)
H (2.17109, -1.71417, 2.65347)
H (3.28776, -0.97896, 1.59050)
H (1.55054, -2.86645, 0.71447)
H (2.31229, -1.61626, -0.31539)
C (-1.45474, 1.68918, -3.47062)
C (-0.49699, 0.49569, -3.25830)
C (-1.36424, -0.54631, -2.61973)
S (-2.45260, 0.30307, -1.47835)
O (-1.87443, 0.31223, -0.16584)
O (-3.78770, -0.20206, -1.65018)
C (-2.17930, 1.93752, -2.15532)
H (-2.17860, 1.43294, -4.25155)
H (-0.95923, 2.60141, -3.80244)
H (0.39388, 0.79465, -2.72091)
H (-0.19376, 0.20574, -4.26740)
H (-0.96798, -1.44565, -2.14958)
H (-2.07703, -0.90932, -3.37202)
H (-1.53247, 2.48521, -1.47158)
H (-3.14222, 2.43443, -2.25680)
C (-1.94334, -3.74331, 0.77866)
C (-3.08849, -2.77247, 0.42997)
C (-3.45683, -1.94404, 1.65920)
S (-2.02321, -1.89021, 2.73215)
O (-2.46624, -2.22241, 4.06524)
O (-1.26386, -0.70784, 2.47385)
C (-1.16622, -3.31337, 2.03427)
H (-1.24220, -3.84739, -0.04876)
H (-2.30398, -4.76342, 0.93996)
H (-3.98087, -3.32618, 0.13483)
H (-2.82378, -2.12460, -0.40326)
H (-4.25211, -2.41222, 2.24085)
H (-3.79314, -0.92279, 1.48337)
H (-1.26610, -4.01611, 2.85997)
H (-0.13137, -3.07313, 1.81456)
C (3.76759, 1.87232, 1.15752)
C (3.59360, 3.38007, 1.03310)
C (2.30826, 3.67944, 0.26728)
S (2.11863, 2.30476, -0.85660)
O (2.37467, 2.65339, -2.23230)
O (0.89940, 1.64096, -0.48695)
C (3.47824, 1.31973, -0.21011)
H (2.98038, 1.46788, 1.81263)
H (4.76124, 1.61715, 1.52016)
H (4.40901, 3.86884, 0.47914)
H (3.62753, 3.89326, 1.99677)
H (2.30232, 4.67306, -0.17184)
H (1.41913, 3.60674, 0.90587)
H (4.25972, 1.42849, -0.97075)
H (3.14811, 0.28457, -0.30318)

Cartesian forces (eV/Å) of the 6 atoms listed first:
Ni 0.0178 -0.2441 0.3216
Cl 0.2432 -0.0592 -0.0759
O -0.5376 0.1844 -0.2461
C 0.7949 -0.3968 0.7355
C 0.0594 0.1184 -0.1943
O -0.1907 0.3115 0.0693

# 3
Entry from OMol25: C14H28CrN4OP2 as an isolated structure at a distorted geometry (ωB97M-V with the def2-TZVPD basis set).

The HOMO-LUMO gap (spin up / spin down) is 7.35 / 4.59 eV. As for the spin multiplicity: 6. The charge is +1.

Element x y z (Å)
Cr (-0.21173, -0.15795, 0.33558)
P (1.42624, -1.59306, 0.99133)
P (-1.76706, -1.26144, -0.93194)
N (1.17435, 1.25084, 0.77768)
N (-0.96562, 1.49572, -0.58931)
H (1.74759, 3.20932, 0.18691)
H (-0.85206, 3.60079, -0.36140)
H (0.49617, 3.16401, 1.43588)
C (0.86169, 2.64626, 0.52698)
H (0.29835, 2.93082, -1.52929)
C (-0.20566, 2.72948, -0.56197)
H (3.00374, 1.71614, 1.70097)
H (-2.36328, 2.28530, -1.95025)
C (2.32150, 0.91890, 1.36773)
C (-1.98520, 1.37963, -1.44388)
C (2.66212, -0.42162, 1.51857)
C (-2.54749, 0.14138, -1.70834)
H (3.63475, -0.67716, 1.94251)
H (-3.39038, 0.07973, -2.40057)
H (-1.43232, -2.09904, -2.02839)
H (-2.89018, -1.91978, -0.35133)
H (2.13726, -2.35061, 0.02820)
H (1.34218, -2.48394, 2.10170)
H (0.37962, 1.04981, -3.10532)
C (1.20437, 0.33231, -3.22242)
C (0.68841, -0.86114, -3.98307)
C (2.36263, 1.02971, -3.88953)
O (1.55670, -0.14285, -1.90470)
H (0.49269, -0.57853, -5.02295)
H (1.42815, -1.67223, -3.98345)
H (-0.24425, -1.23897, -3.55255)
H (2.63096, 1.94965, -3.35573)
H (3.24055, 0.37305, -3.94670)
H (2.07953, 1.31360, -4.90847)
H (2.12369, 0.51128, -1.45004)
C (-3.19136, 2.27640, 4.03677)
C (-2.56846, 1.10254, 3.40129)
C (-2.58132, -0.26238, 3.71205)
C (-1.85641, -0.92064, 2.72189)
N (-1.36001, 0.01578, 1.87569)
N (-1.81414, 1.22928, 2.30611)
C (-1.63131, -2.35341, 2.51657)
H (-4.28465, 2.18153, 4.06498)
H (-2.84888, 2.39853, 5.07212)
H (-2.95944, 3.20612, 3.50024)
H (-3.08086, -0.72983, 4.54503)
H (-1.65196, 2.08893, 1.78251)
H (-1.01976, -2.77038, 3.32899)
H (-2.59316, -2.88475, 2.51840)
H (-1.13024, -2.58609, 1.56035)

Cartesian forces (eV/Å) of the 6 atoms listed first:
Cr 0.7248 1.0621 -2.2374
P 0.7560 -1.5426 0.0051
P -1.5708 -0.3851 -1.4906
N 1.5840 0.3689 0.9998
N 0.5786 0.2909 0.4171
H -0.1007 -0.2424 0.3396

# 4
Entry from OMol25: C14H28CsGeN4S as an isolated structure (ωB97M-V with the def2-TZVPD basis set).

The HOMO-LUMO gap is 5.25 eV. The charge is -1.

Element x y z (Å)
Cs (-0.36418, -1.34820, 1.24413)
N (2.56124, 0.64593, 0.57206)
N (1.38302, 1.33422, 0.22940)
C (1.04209, 1.50133, -1.06593)
N (1.83024, 0.88202, -1.96160)
S (-0.27271, 2.43568, -1.49833)
H (2.31946, -0.10056, 1.21142)
H (3.18593, 1.27779, 1.06004)
H (0.81546, 1.77247, 0.94936)
H (2.51470, 0.21070, -1.65045)
H (1.49640, 0.84456, -2.90738)
C (-3.46186, 1.46639, -0.03360)
N (-2.97488, 0.52774, 0.96318)
C (-3.83097, -0.64681, 0.94470)
C (-2.95635, 1.19141, 2.28302)
C (-2.15336, 0.44877, 3.32768)
C (-2.80936, -0.53682, 4.07108)
C (-2.10738, -1.33034, 4.96934)
C (-0.75258, -1.08140, 5.14444)
C (-0.13556, -0.05599, 4.42908)
C (-0.77632, 0.74855, 3.46532)
H (-4.48796, 1.80321, 0.20122)
H (-3.46234, 0.99782, -1.01869)
H (-2.80505, 2.33040, -0.07353)
H (-4.88478, -0.38850, 1.15220)
H (-3.52158, -1.38550, 1.68584)
H (-3.78424, -1.11036, -0.04210)
H (-3.99712, 1.36987, 2.61582)
H (-2.48596, 2.16419, 2.13531)
H (-3.87795, -0.69958, 3.94358)
H (-2.60935, -2.11798, 5.52021)
H (-0.18097, -1.68949, 5.84157)
H (0.92773, 0.09628, 4.62676)
C (3.15978, -3.34880, -1.32057)
Ge (1.83652, -4.25793, -0.16248)
C (2.27255, -3.54830, 1.66134)
C (2.52419, -6.12128, 0.00271)
C (0.07371, -3.94902, -0.76366)
H (4.17669, -3.68872, -1.11770)
H (3.13277, -2.26942, -1.15145)
H (2.93560, -3.53346, -2.37134)
H (3.26232, -3.93429, 1.91641)
H (1.57706, -3.89078, 2.43206)
H (2.33763, -2.45735, 1.72449)
H (3.56278, -6.18318, 0.33441)
H (2.43593, -6.62357, -0.96201)
H (1.90031, -6.66493, 0.71533)
H (-0.68354, -4.53170, -0.22275)
H (-0.00453, -4.15586, -1.83476)

Cartesian forces (eV/Å) of the 6 atoms listed first:
Cs -0.2462 -0.2751 -0.3449
N -0.2712 0.0896 0.0224
N 0.1282 0.0447 0.1497
C 0.0766 -0.0136 -0.0232
N 0.0438 -0.0767 -0.1515
S -0.0330 0.0109 -0.0529

# 5
Entry from OMol25: C14H28NO13S2Tl as an isolated structure at a distorted geometry (ωB97M-V with the def2-TZVPD basis set).

The HOMO-LUMO gap is 2.43 eV. The energy above the lowest of the compared OMol25 structures with the same formula, charge and spin is 0.0 kcal per mole. The charge is +2.

Element x y z (Å)
Tl (1.04709, -1.40323, -3.89232)
N (0.89995, -0.63316, -0.33357)
O (1.65508, -1.58005, -0.52562)
O (0.67509, -0.27515, 0.82369)
O (0.41552, -0.02967, -1.29592)
O (2.30331, 3.86589, 3.12385)
C (1.18941, 3.53104, 3.39492)
O (0.33573, 4.45711, 3.91583)
C (-0.77318, 3.78531, 4.51405)
C (-0.92487, 2.51864, 3.66404)
C (0.53903, 2.19385, 3.29029)
H (-1.60727, 4.47313, 4.35522)
H (-0.63900, 3.51302, 5.56146)
H (-1.50869, 2.73982, 2.76774)
H (-1.48408, 1.70749, 4.12757)
H (0.60387, 1.98780, 2.21807)
H (1.00251, 1.41071, 3.88308)
O (2.96672, 0.59969, -2.37218)
C (3.44244, 1.10284, -1.36775)
O (4.74085, 1.11693, -1.25127)
C (5.13886, 1.58517, 0.09831)
C (3.78986, 1.76508, 0.81776)
C (2.73496, 1.82665, -0.25161)
H (5.71474, 2.48785, -0.09802)
H (5.79350, 0.90791, 0.64015)
H (3.87929, 2.71904, 1.35044)
H (3.59457, 0.90490, 1.45511)
H (2.59069, 2.84997, -0.60610)
H (1.82298, 1.27836, -0.04920)
O (-2.77577, 3.95741, 1.59121)
S (-3.07083, 2.78814, 0.80401)
O (-3.49658, 1.58057, 1.46378)
O (-4.08492, 3.26492, -0.39650)
C (-4.89390, 2.23209, -1.00124)
C (-5.19325, 2.78555, -2.41763)
C (-1.62976, 2.32533, -0.24468)
H (-5.70515, 2.07269, -0.29270)
H (-4.43381, 1.25952, -1.21674)
H (-5.86835, 3.63704, -2.41756)
H (-5.46066, 1.95920, -3.07254)
H (-4.25429, 3.18266, -2.81229)
H (-1.08730, 3.20323, -0.58734)
H (-2.07836, 1.84828, -1.11313)
H (-1.03533, 1.68340, 0.39559)
O (2.56894, -4.85471, -0.35412)
S (1.39267, -4.78381, -1.15709)
O (1.23970, -3.89303, -2.30003)
O (1.09771, -6.26463, -1.69717)
C (0.18613, -6.42337, -2.83145)
C (-0.01873, -7.89775, -3.02822)
C (-0.01238, -4.62371, -0.06035)
H (0.50043, -5.86597, -3.71190)
H (-0.76886, -5.94144, -2.58967)
H (-0.91600, -7.96317, -3.65288)
H (-0.32931, -8.43848, -2.13479)
H (0.84894, -8.38674, -3.46010)
H (0.09947, -3.68102, 0.46791)
H (0.13212, -5.50072, 0.56328)
H (-0.89155, -4.66839, -0.69369)

Cartesian forces (eV/Å) of the 6 atoms listed first:
Tl 0.2364 -0.3528 0.1590
N 0.3613 -0.8177 0.5212
O -0.1397 0.2671 -0.0544
O -0.2196 -0.0066 -0.4142
O -0.1636 0.2293 0.0789
O 0.4812 -0.4275 -0.5620

# 6
Entry from OMol25: a 2-piece molecular cluster, C14H28NO6S2 overall at a distorted geometry (ωB97M-V with the def2-TZVPD basis set).

The HOMO-LUMO gap (spin up / spin down) is 9.44 / 9.40 eV. The energy above the lowest of the compared OMol25 structures with the same formula, charge and spin is 100.1 kcal per mole. As for the spin multiplicity: 2.

Element x y z (Å)
O (-5.50176, -2.31187, 5.14393)
S (-5.91454, -1.06417, 4.26915)
O (-7.16328, -1.33466, 3.38821)
C (-4.37349, -0.57087, 3.32241)
C (-4.59503, -0.40947, 1.69235)
C (-3.19304, 0.09308, 1.00707)
C (-2.12534, -1.09796, 0.64906)
C (-2.44059, -2.54846, 1.34623)
S (-4.25053, -2.96414, 1.10271)
O (-4.84265, -3.94238, 2.15088)
O (-4.38073, -3.67722, -0.29753)
O (-5.22758, -1.56935, 1.04659)
H (-6.26540, -0.03458, 5.19786)
H (-3.48241, -1.27091, 3.61758)
H (-4.07182, 0.51788, 3.70718)
H (-5.36448, 0.49479, 1.56886)
H (-2.72101, 0.89979, 1.74968)
H (-3.37458, 0.69256, -0.00923)
H (-2.04856, -1.26724, -0.51420)
H (-1.04080, -0.74300, 0.99743)
H (-1.82415, -3.36915, 0.74687)
H (-2.09160, -2.54798, 2.48107)
C (4.60406, 2.17638, -0.84325)
C (3.22940, 1.60118, -0.40190)
C (3.39580, 0.11369, 0.01439)
C (3.60129, -0.82508, -1.17225)
C (2.50404, -0.64196, -2.21661)
C (2.31108, 0.83337, -2.65781)
N (2.21966, 1.78253, -1.49862)
O (0.94069, 1.63150, -0.92916)
C (3.47382, 1.26063, -3.59139)
C (1.05699, 0.90179, -3.59143)
C (2.87769, 2.43452, 0.87517)
H (5.19438, 2.52592, 0.01283)
H (5.23729, 1.44068, -1.34449)
H (4.48278, 3.03976, -1.50674)
H (2.51267, -0.21805, 0.57294)
H (4.24684, 0.00897, 0.70070)
H (4.58383, -0.66567, -1.62467)
H (3.59516, -1.86291, -0.81838)
H (2.73494, -1.26914, -3.08771)
H (1.56572, -1.03333, -1.80238)
H (3.41534, 2.32989, -3.82902)
H (3.43460, 0.71756, -4.54405)
H (4.46237, 1.05476, -3.18431)
H (0.15291, 0.50928, -3.11328)
H (1.20713, 0.30168, -4.49660)
H (0.85775, 1.93333, -3.91109)
H (2.76534, 3.49786, 0.63040)
H (3.67050, 2.35072, 1.62849)
H (1.95936, 2.09543, 1.36607)

Cartesian forces (eV/Å) of the 6 atoms listed first:
O -0.9942 5.0946 -2.8724
S -2.7411 -6.5243 0.8107
O 4.5063 1.9325 2.5890
C 1.1318 1.6367 -0.5614
C -0.2319 2.0047 0.6114
C 0.2916 0.5814 -0.3434

no.,calculated total energy (Ha),molar mass (g mol⁻¹)
1,-4423.80784,493.33
2,-4315.27938,514.72
3,-2571.38495,382.35
4,-3264.43351,489.99
5,-2550.99341,686.89
6,-1852.49146,370.51